1.
Molecular formula: C50H41AsCl7LuN3O6PSSi
Method: DFT, wB97M-V/def2-TZVPD

Element x y z (Å)
1 Lu -22.53666 6.07273 4.57585
2 As -18.61446 8.18871 12.60301
3 Cl -20.63465 1.45649 3.06818
4 Cl -17.84622 1.18318 4.55299
5 Cl -24.69945 4.82792 1.41936
6 Cl -19.80426 4.64364 8.32224
7 Cl -17.84572 2.19271 7.57292
8 Cl -22.05167 6.40028 0.69050
9 Cl -24.77796 8.18426 1.46252
10 S -19.11908 7.49367 4.43962
11 P -20.64969 10.31792 9.15916
12 Si -23.55448 6.54661 2.01959
13 O -21.89729 4.04987 3.78154
14 O -24.81208 4.64217 5.03217
15 O -22.17910 8.24020 4.67463
16 O -19.20996 8.63769 5.37922
17 O -21.82260 5.18663 6.32271
18 O -23.16699 7.32481 9.76371
19 N -24.81688 7.24767 4.76586
20 N -25.06401 8.52333 4.65439
21 N -20.30904 6.65168 4.07009
22 C -17.38766 13.51615 8.35416
23 C -24.52014 13.13342 5.76688
24 C -26.21992 10.99560 5.11028
25 C -20.97044 4.21825 6.02111
26 C -14.79592 6.35825 12.46992
27 C -19.15249 2.17295 5.24352
28 C -27.23799 7.16848 4.18573
29 C -21.10393 3.57072 4.72132
30 C -26.05793 5.15159 4.87511
31 C -18.02864 9.45923 14.02214
32 C -15.31826 7.08182 10.23090
33 C -19.95632 3.76559 6.88815
34 C -25.90068 13.28084 5.72155
35 C -28.42707 5.19149 4.87075
36 C -22.73558 9.39469 4.86527
37 C -24.04694 6.22140 9.54883
38 C -20.29809 2.36301 4.46725
39 C -23.91580 11.91325 5.46136
40 C -16.52736 7.57946 10.72450
41 C -18.09258 13.50124 9.60745
42 C -24.72454 3.17038 4.87695
43 C -18.55332 11.47827 7.78454
44 C -21.94860 10.53445 5.06693
45 C -24.22576 9.54136 4.86023
46 C -26.05003 6.55433 4.66342
47 C -23.53389 10.65249 12.05715
48 C -23.51014 12.70304 10.70633
49 C -16.80390 7.59618 12.07715
50 C -19.85193 8.87870 10.02309
51 C -21.89360 11.04029 10.26928
52 C -24.80070 10.82378 5.13921
53 C -19.08136 12.54400 9.85628
54 C -22.47850 12.27048 9.92625
55 C -27.25825 4.44742 5.06114
56 C -22.44459 10.25752 11.30537
57 C -14.43921 6.42350 11.08178
58 C -16.66309 10.25093 15.80664
59 C -18.88401 11.13380 15.53745
60 C -19.06711 10.34660 14.40992
61 C -22.50918 11.66047 5.47519
62 C -17.68828 12.47886 7.46530
63 C -24.08378 11.91104 11.70189
64 C -15.98187 6.89486 12.98178
65 C -16.81176 9.47822 14.64250
66 C -19.31383 11.53999 8.91412
67 C -28.43653 6.52711 4.38820
68 C -19.06365 2.76086 6.54037
69 C -17.64041 11.17783 16.18355
70 C -18.99814 9.47020 11.12893
71 C -26.73803 12.20124 5.51250
72 H -22.14628 12.82547 9.03351
73 H -27.80077 12.37231 5.58534
74 H -16.72465 14.31847 8.09877
75 H -25.30520 2.60881 5.68308
76 H -20.65413 8.17283 10.33480
77 H -23.80806 5.67999 8.62217
78 H -15.01893 7.26727 9.19520
79 H -19.99497 10.18636 13.89117
80 H -24.99657 12.16639 12.15135
81 H -14.12035 5.86634 13.15506
82 H -27.21439 8.16904 3.77649
83 H -17.42076 11.93757 16.96931
84 H -29.42757 7.01916 4.21455
85 H -25.09785 2.87131 3.89000
86 H -24.03821 13.66167 10.50571
87 H -21.96507 9.29544 11.52393
88 H -19.37929 10.35899 11.55481
89 H -27.31713 3.38997 5.27862
90 H -23.65702 2.91240 4.95678
91 H -17.10903 12.32351 6.55857
92 H -23.87195 13.98177 6.05798
93 H -17.25306 8.02321 10.04530
94 H -23.33853 7.98839 9.03682
95 H -26.76578 10.12262 4.96115
96 H -17.79369 14.28964 10.35217
97 H -19.38774 8.32304 9.20945
98 H -18.66757 10.59011 7.19333
99 H -19.58560 11.94267 15.86950
100 H -24.00875 9.97891 12.79786
101 H -20.88529 10.41046 4.96857
102 H -16.18560 6.84122 14.06319
103 H -13.44792 6.01358 10.81456
104 H -23.75674 5.53922 10.36479
105 H -29.36885 4.65673 4.92707
106 H -26.32906 14.29396 5.87446
107 H -19.74493 12.68103 10.72914
108 H -15.71777 10.26230 16.35330
109 H -17.99384 9.79302 10.84078
110 H -15.99475 8.83987 14.33205
111 H -25.12476 6.41045 9.73085
112 H -21.99220 12.49187 5.94922

LUMO level   3.3 eV
Net charge   -2
2S+1   1
E   -10267.55919 hartree

Löwdin population analysis, charges in e, atoms 1 to 2: atom 1 (Lu): 1.473, atom 2 (As): 1.307



2.
Molecular formula: C17H42Cl3GaGeN2OS5SbSi2
Method: DFT, wB97M-V/def2-TZVPD

Element x y z (Å)
1 Sb 3.40618 -1.44949 -0.80527
2 Ge -0.16475 0.90305 3.55846
3 Ga -0.01178 1.82516 0.91055
4 Cl 1.52611 1.18472 5.03734
5 Cl -1.48656 -0.39049 4.83975
6 Cl -1.19297 2.90419 3.97169
7 S -2.76390 -2.63126 0.62546
8 S 3.82927 -2.42497 1.24866
9 S 1.96703 1.56459 -1.46807
10 S 1.14490 0.17980 -0.27995
11 S 2.49834 -3.27217 -1.94731
12 Si 2.63979 3.63393 1.56545
13 Si 0.12620 4.69864 -0.40597
14 O -1.73851 1.84612 0.59003
15 N -1.60139 -2.15723 -1.66171
16 N -0.29162 -3.28440 -0.09470
17 C 1.40108 5.70116 -1.40383
18 C 0.05614 -3.59018 1.28727
19 C -1.44719 -2.69418 -0.42352
20 C 2.74105 4.55260 3.22521
21 C -0.54452 -4.90180 1.80208
22 C 3.87025 4.46595 0.37626
23 C 0.81361 3.68912 1.04902
24 C -1.08261 5.95230 0.36826
25 C -1.38416 -3.96705 -3.36944
26 C -0.83167 3.75085 -1.74495
27 C -2.78492 -4.02196 -3.98638
28 C -3.92626 -3.71399 -3.01173
29 C -0.92686 -2.58892 -2.87196
30 C 0.11344 -6.36498 -0.20253
31 C -3.06560 1.86990 1.00991
32 C 0.18225 -6.15539 1.30968
33 C 3.33038 1.88771 1.82231
34 H 4.18895 1.88806 2.49497
35 H 1.14521 -3.62030 1.35810
36 H -3.37394 2.89969 1.23393
37 H 1.93648 6.42604 -0.79066
38 H -0.26501 -7.02002 1.81284
39 H 0.26669 4.05012 1.92743
40 H -2.92526 -5.03180 -4.38444
41 H -0.51107 -4.87275 2.89470
42 H -1.59829 6.53998 -0.39465
43 H -1.10098 -1.82636 -3.63522
44 H -3.21578 1.26431 1.90714
45 H -1.59346 -4.93899 1.50724
46 H 4.88710 4.30830 0.74169
47 H 3.77640 4.67378 3.55036
48 H 0.49822 -3.28684 -0.75237
49 H 2.58794 1.21880 2.26080
50 H -0.21516 2.93312 -2.11822
51 H 2.12864 5.04058 -1.87468
52 H 0.14909 -2.63959 -2.69117
53 H -1.83818 5.43148 0.95901
54 H -2.83226 -3.33283 -4.83624
55 H 2.20891 3.99270 3.99608
56 H -1.73970 3.31457 -1.32992
57 H 0.88834 6.24948 -2.19658
58 H 3.80243 4.02882 -0.62020
59 H -0.65500 -4.30175 -4.11291
60 H -3.71054 1.47198 0.22102
61 H 2.28930 5.54504 3.16259
62 H -3.71219 -4.11779 -2.02184
63 H 3.71249 5.54106 0.28658
64 H -0.31083 -2.77363 1.91810
65 H -4.86390 -4.14796 -3.36531
66 H 0.50375 -7.35118 -0.46398
67 H -4.08552 -2.64127 -2.90903
68 H 0.70578 -5.61929 -0.73061
69 H -0.56068 6.64752 1.02891
70 H -1.09909 4.38181 -2.59527
71 H 3.64712 1.45334 0.87320
72 H -1.33039 -4.66296 -2.52719
73 H 1.23205 -6.10054 1.61211
74 H -0.92045 -6.29974 -0.54947
75 H -2.49794 -1.71634 -1.76688

LUMO level (alpha / beta)   4.3 / 2.6 eV
Net charge   -2
2S+1   2
E   -9050.53172 hartree
⟨S²⟩   0.76

Löwdin population analysis, charges in e, atoms 1 to 2: atom 1 (Sb): 0.202, atom 2 (Ge): -0.038



3.
Molecular formula: C2HN3O2
Method: DFT, wB97M-V/def2-TZVPD

Element x y z (Å)
1 O -2.65343 -0.28796 1.69947
2 O -2.84150 -1.61062 -0.15695
3 N -0.05760 1.34267 -1.57786
4 N 2.59684 0.03115 0.45126
5 N 1.03474 1.39995 -1.70204
6 C -2.74654 -0.94823 0.77310
7 C 1.78598 0.89135 0.49918
8 H 2.88151 -0.81832 0.01384

LUMO level   0.6 eV
2S+1   1
E   -391.57209 hartree

Löwdin population analysis, charges in e, atoms 1 to 2: atom 1 (O): 0.222, atom 2 (O): 0.212



4.
Molecular formula: C11H11AuNO3S2
Method: DFT, wB97M-V/def2-TZVPD

Element x y z (Å)
1 Au 1.29549 -1.72544 -1.09583
2 S 4.35193 -1.28152 0.12396
3 S -0.64490 -2.87169 -0.83834
4 O 5.62394 -1.67793 -0.45840
5 O 3.27868 -1.06025 -1.07851
6 O 3.81610 -2.06817 1.21289
7 N -0.50559 0.04848 0.12382
8 C -2.92884 0.37748 -0.04880
9 C 4.57950 0.45912 0.57036
10 C -2.70620 1.78393 -0.08194
11 C -4.31279 -1.60605 -0.06652
12 C -3.17891 -2.43269 -0.17679
13 C -1.41287 2.25847 -0.04579
14 C -4.18576 -0.23618 -0.10398
15 C -1.88160 -1.87384 -0.20854
16 C 1.07730 1.89459 0.15863
17 C -1.73610 -0.43651 -0.00361
18 C -0.31269 1.34959 0.13620
19 H -3.51124 2.50727 -0.11342
20 H 5.53246 0.61992 1.06503
21 H -1.19085 3.30699 -0.18188
22 H 4.55378 0.99819 -0.38033
23 H 1.45062 1.72355 1.16349
24 H -5.30339 -2.10172 -0.02471
25 H 0.99074 2.94050 -0.02780
26 H -3.26715 -3.54425 -0.22292
27 H 1.76167 1.40502 -0.57358
28 H -5.09541 0.37783 -0.08599
29 H 3.86209 0.86532 1.26328

LUMO level   2.9 eV
Net charge   -1
2S+1   1
E   -1638.41237 hartree

Löwdin population analysis, charges in e, atoms 1 to 2: atom 1 (Au): 0.486, atom 2 (S): 0.473



5.
Molecular formula: C3H8O3
Method: DFT, wB97M-V/def2-TZVPD

Element x y z (Å)
1 O 0.90172 4.66208 2.86887
2 O -2.23277 2.21973 0.12629
3 O -2.56924 1.13118 2.00833
4 C -1.52921 -0.14951 0.24157
5 C -2.12073 1.19298 0.77056
6 C 0.00000 0.00000 0.00000
7 H 0.57998 0.39472 0.85113
8 H 0.36556 5.27771 3.41822
9 H -0.02058 0.76336 -0.79591
10 H 0.36780 4.52854 2.05317
11 H -1.66856 -1.00958 0.92445
12 H -1.99795 -0.40941 -0.72702
13 H 0.51011 -0.89812 -0.38702
14 H -2.43250 0.33848 2.59564

LUMO level   0.5 eV
2S+1   1
E   -344.82177 hartree
SMILES string   CCC(=O)O.O

Löwdin population analysis, charges in e, atoms 1 to 2: atom 1 (O): -0.092, atom 2 (O): 0.092



6.
Molecular formula: C17H36F3N4O8P2
Method: DFT, wB97M-V/def2-TZVPD

Element x y z (Å)
1 P 2.57391 2.16886 3.34364
2 P 1.24639 -1.54635 0.87531
3 F 7.53346 -2.32291 0.39665
4 F 7.74017 -1.69504 2.73991
5 F 6.95801 -0.08541 1.02901
6 O 1.52890 3.27559 3.87651
7 O -1.40576 1.94794 1.06947
8 O 3.72026 1.93835 4.63225
9 O 0.12545 0.91057 2.54858
10 O 1.39649 -0.12164 4.25978
11 O 4.72877 -2.28384 0.52495
12 O -2.58296 -1.43930 -0.90592
13 O 3.24256 2.81178 1.86939
14 N 1.70745 -1.26255 -0.68458
15 N 3.15113 -1.32297 2.86542
16 N -1.08539 -1.26400 4.66440
17 N -4.55013 -2.34206 -0.98384
18 C 0.05569 1.72310 1.32619
19 C 6.93934 -1.49798 1.50532
20 C -5.29680 -3.53833 -1.38188
21 C -2.51948 2.94369 -3.70114
22 C -0.00525 -0.55561 4.47866
23 C -2.94046 4.55343 -3.85750
24 C 1.50452 0.60581 2.95132
25 C 5.43574 -2.09134 1.80461
26 C -1.88607 1.08035 -0.01605
27 C 2.32791 -0.39396 1.94953
28 C -1.10994 0.49335 -2.49601
29 C -2.99345 2.32750 -2.22120
30 C 4.62965 -1.02298 2.77399
31 C -1.63079 1.71749 -1.53830
32 C -2.60433 -3.66360 0.03224
33 C -3.18524 -2.46233 -0.64588
34 C -3.17968 2.06949 -4.94490
35 H -3.43124 3.24446 -1.62140
36 H -2.04414 -0.14020 -2.83785
37 H 0.52213 2.79503 1.41142
38 H 0.50953 1.21937 0.37259
39 H 3.02566 -2.29967 2.52096
40 H 4.23478 2.66216 1.79830
41 H -1.52384 -0.03095 0.03405
42 H -1.51299 -3.61504 -0.02081
43 H -4.54381 -1.58955 -1.68439
44 H -3.07251 1.04043 0.09273
45 H -4.78666 -4.00095 -2.23116
46 H -4.05171 4.58628 -4.22316
47 H -2.55552 1.10437 -5.22097
48 H -4.26238 1.72864 -4.59300
49 H -0.87915 2.60450 -1.40651
50 H -0.16759 -1.37059 1.08955
51 H -2.75775 5.03145 -2.80206
52 H 3.10424 0.15473 1.26575
53 H 2.43230 -0.50909 -0.69815
54 H -2.17257 5.03181 -4.60785
55 H -4.98109 -1.89939 -0.16377
56 H 1.52656 -2.96709 1.08632
57 H 4.19055 1.05522 4.58506
58 H -3.80280 1.50967 -2.44001
59 H 4.88188 0.11242 2.52872
60 H -1.33207 2.93833 -3.82116
61 H -6.29957 -3.21825 -1.67411
62 H -2.91429 -3.67221 1.08052
63 H -2.92791 -4.58185 -0.46142
64 H -0.43665 -0.21342 -1.85064
65 H 5.53814 -3.13179 2.37930
66 H -5.35717 -4.21923 -0.52925
67 H 4.93232 -1.46314 -0.02188
68 H 5.06916 -1.19653 3.87009
69 H -3.23758 2.70985 -5.94381
70 H -0.48628 0.93519 -3.40196

LUMO level   -4.1 eV
Net charge   +1
2S+1   1
E   -2471.91401 hartree

Löwdin population analysis, charges in e, atoms 1 to 2: atom 1 (P): 0.803, atom 2 (P): 0.805